Molecular formula: C23H49N4P3RuSe
Method: DFT, ωB97M-V/def2-TZVPD

Geometry as XYZ:
```
81
Properties=species:S:1:pos:R:3:mulliken_spin:R:1
Ru -0.90297 0.14603 0.02216 1.80
P 1.42762 2.63189 0.46323 0.05
P -2.12157 1.03644 1.65268 0.00
P -1.45245 1.31413 -1.79418 -0.09
H 4.15764 -0.85116 -1.36429 0.00
C 4.38012 0.21804 -1.45541 0.00
C 5.09109 0.86293 -0.51494 0.00
H 5.50144 0.32663 0.35030 0.00
C 2.72762 2.30905 1.66149 0.02
C 0.40782 4.05925 0.94164 0.01
C 2.19455 2.90628 -1.14502 0.01
C -3.18478 -0.10589 2.65962 0.02
C -1.28593 1.89999 3.07071 0.06
C -3.32848 2.28985 1.06136 0.06
C -0.30558 0.72435 -3.10468 0.06
C -1.29237 3.13775 -1.99412 0.03
C -3.09785 1.03134 -2.57191 0.05
H 4.04511 0.71316 -2.37468 0.00
H 5.37205 1.91807 -0.61300 0.00
H 3.52832 1.72048 1.18594 0.00
H 2.31298 1.76231 2.52434 0.00
H 3.15714 3.26692 2.00082 0.00
H -0.65189 3.74961 1.02330 0.00
H 0.49048 4.87060 0.20090 0.00
H 0.72650 4.45957 1.91505 0.00
H 3.17801 2.41553 -1.18074 0.00
H 2.31523 3.98596 -1.32661 0.00
H 1.55468 2.48074 -1.92909 0.00
H -3.77274 0.46877 3.39019 0.00
H -2.56523 -0.81390 3.22813 0.00
H -3.86739 -0.67475 2.01686 0.00
H -1.84254 2.80916 3.33601 0.00
H -0.25972 2.18826 2.81002 -0.02
H -1.25458 1.25250 3.95837 0.01
H -3.63953 2.94302 1.89231 0.01
H -4.21363 1.78225 0.65430 0.01
H -2.88386 2.91257 0.27262 -0.02
H 0.02254 1.57062 -3.72652 0.00
H -0.81240 -0.00959 -3.74743 0.01
H 0.57731 0.24056 -2.65856 -0.02
H -0.33849 3.39853 -2.46826 0.00
H -1.35480 3.66477 -1.03876 -0.01
H -2.10098 3.51099 -2.63716 0.00
H -3.27306 1.80280 -3.33381 0.00
H -3.89782 1.08780 -1.82567 -0.01
H -3.13687 0.04141 -3.04566 -0.01
C -2.20511 -2.27865 -2.19641 0.08
C -0.84678 -2.54362 -2.42327 -0.05
C -0.45959 -3.08154 -3.64530 0.00
C -1.41013 -3.41775 -4.61292 0.12
C -2.76696 -3.18045 -4.37491 -0.02
C -3.17826 -2.63434 -3.16417 0.06
Se -2.75186 -1.37009 -0.59588 0.70
H 0.52845 1.42532 0.40972 0.01
H -0.10396 -2.29593 -1.65957 0.08
H 0.60084 -3.26247 -3.85071 0.00
H -1.10898 -3.86583 -5.56532 0.00
H -3.51213 -3.42228 -5.13185 0.00
H -4.23028 -2.45123 -2.95019 0.00
C 1.66955 -1.50388 0.55190 0.02
N 0.29728 -1.30648 1.15760 -0.08
C 0.49760 -0.86277 2.57692 0.05
N 1.28764 -1.81517 3.36238 0.24
C 2.60935 -1.97787 2.72030 -0.01
N 2.48322 -2.45754 1.32129 0.12
C 1.79841 -3.76361 1.39320 0.00
N 0.45053 -3.64623 1.99340 0.59
C -0.33573 -2.67977 1.19883 0.16
C 0.59398 -3.11739 3.36264 -0.01
H 2.20621 -0.54128 0.52598 -0.02
H 1.55396 -1.89753 -0.47071 0.02
H -0.48629 -0.76314 3.05904 -0.02
H 1.03368 0.10039 2.57141 0.00
H 3.17346 -2.72441 3.28866 0.00
H 3.14523 -1.01733 2.73244 0.01
H 1.70132 -4.17742 0.38043 0.01
H 2.39363 -4.43416 2.02017 0.00
H -1.33878 -2.60603 1.64117 -0.06
H -0.40161 -3.06614 0.17321 -0.02
H 1.18457 -3.82472 3.95137 0.00
H -0.40319 -2.99430 3.80731 0.00
```

Computed properties:
lowest unoccupied orbital energy (spin up / spin down) = -12.8099 / -15.5499 eV
maximum force = 4.22 eV/Å
molecular weight = 654.62 Da
gap between HOMO and LUMO (spin up / spin down) = 6.0 / 4.4 eV
charge = +4
ΔE to the lowest compared entry with this formula, charge and spin = 1.01 kcal/mol
spin multiplicity = 5